Entry 1:
Computed, not measured: a 10-piece molecular cluster, C30H63N3O24 overall in a non-equilibrium geometry, with the ωB97M-V functional and the def2-TZVPD basis.

Element x y z (Å)
C -2.156 -1.199 5.021
O -3.409 -1.823 4.509
C -4.336 -1.113 3.958
O -5.449 -1.617 3.767
O -3.952 0.130 3.790
C -5.016 0.869 3.130
H -2.422 -0.391 5.633
H -1.452 -0.965 4.276
H -1.798 -2.076 5.562
H -5.259 0.382 2.207
H -4.555 1.797 2.960
H -5.847 0.965 3.820
C -4.193 3.094 -1.699
O -3.257 2.124 -2.117
C -3.767 1.144 -2.855
O -4.960 0.941 -3.109
O -2.791 0.414 -3.335
C -3.104 -0.733 -4.107
H -4.572 3.768 -2.502
H -3.598 3.668 -0.983
H -4.981 2.552 -1.247
H -4.119 -0.960 -3.836
H -2.412 -1.514 -3.826
H -3.125 -0.471 -5.185
C -4.217 -3.138 -1.782
O -3.558 -3.790 -2.879
C -3.518 -5.126 -2.833
O -3.034 -5.706 -3.754
O -4.060 -5.759 -1.844
C -3.997 -7.212 -1.937
H -5.263 -3.330 -1.860
H -3.916 -2.108 -1.902
H -3.841 -3.616 -0.875
H -2.946 -7.407 -1.971
H -4.398 -7.469 -2.957
H -4.423 -7.713 -1.117
C 6.647 -1.974 -1.317
O 5.360 -2.827 -1.432
C 4.257 -2.335 -0.849
O 3.147 -2.802 -1.026
O 4.585 -1.371 -0.007
C 3.499 -0.675 0.583
H 6.401 -0.888 -1.403
H 7.193 -2.345 -2.217
H 7.209 -2.251 -0.416
H 2.981 -1.263 1.288
H 2.881 -0.252 -0.240
H 3.955 0.163 1.106
C 3.421 1.944 7.050
O 2.102 2.450 6.690
C 1.631 2.305 5.386
O 0.484 2.466 5.145
O 2.588 1.826 4.581
C 2.011 1.588 3.229
H 3.707 0.973 6.691
H 3.354 1.972 8.145
H 4.199 2.641 6.601
H 1.034 1.246 3.259
H 2.733 0.899 2.787
H 1.956 2.502 2.695
C 3.681 3.360 -0.733
O 4.111 3.197 -2.090
C 5.261 2.542 -2.392
O 5.868 1.838 -1.647
O 5.685 2.848 -3.619
C 6.922 2.221 -3.961
H 2.584 3.279 -0.734
H 4.013 4.323 -0.411
H 4.066 2.494 -0.224
H 7.315 2.936 -4.744
H 6.804 1.254 -4.404
H 7.486 2.189 -3.087
C -3.570 7.232 2.550
O -3.905 5.941 1.864
C -3.341 4.781 2.301
O -3.285 3.772 1.689
O -2.796 5.028 3.568
C -2.151 3.898 4.203
H -3.455 7.065 3.621
H -4.453 7.809 2.397
H -2.707 7.642 2.043
H -1.148 4.276 4.518
H -1.951 3.085 3.475
H -2.641 3.527 5.076
C -1.634 -0.982 0.127
N -0.266 -0.500 -0.018
C 0.157 0.790 0.095
C -0.715 1.726 0.904
O 1.248 1.100 -0.449
H -2.085 -0.704 1.086
H -1.528 -2.097 0.153
H -2.266 -0.665 -0.714
H 0.384 -1.019 -0.582
H -0.675 1.463 1.969
H -1.786 1.609 0.571
H -0.321 2.738 0.728
C 3.556 0.230 -3.428
N 2.515 -0.600 -4.058
C 1.153 -0.338 -4.017
C 0.762 1.045 -3.533
O 0.325 -1.094 -4.498
H 3.244 0.632 -2.468
H 3.904 1.001 -4.110
H 4.394 -0.360 -3.091
H 2.738 -1.476 -4.522
H -0.167 0.874 -3.019
H 0.497 1.638 -4.390
H 1.455 1.512 -2.851
C 0.403 -4.935 -2.925
N 0.875 -4.386 -1.722
C 0.134 -4.499 -0.587
C 0.824 -4.010 0.670
O -0.927 -5.097 -0.551
H 0.525 -6.034 -2.806
H 0.991 -4.615 -3.756
H -0.668 -4.644 -3.112
H 1.723 -3.753 -1.682
H 1.729 -4.631 0.853
H 0.212 -4.053 1.512
H 1.257 -3.013 0.514

The gap between HOMO and LUMO is 8.892 eV. As for the molar mass: 849.8 Da. Its net charge is 0.

***

Entry 2:
Computed, not measured: a 3-piece molecular cluster, C22H16F16INO3S overall in a non-equilibrium geometry, with the ωB97M-V functional and the def2-TZVPD basis.

Element x y z (Å)
F 0.634 1.062 -1.008
C 1.462 0.721 -2.014
F 1.028 1.381 -3.117
C 1.477 -0.785 -2.284
F 0.272 -1.206 -2.731
F 2.356 -0.996 -3.304
C 1.923 -1.694 -1.123
O 0.913 -2.297 -0.320
C 0.356 -1.569 0.725
F 1.098 -0.469 0.964
F 0.465 -2.344 1.828
C -1.123 -1.251 0.495
F -1.317 -0.594 -0.667
F -1.604 -0.451 1.479
H 2.466 1.083 -1.781
H 2.418 -2.543 -1.594
H 2.694 -1.224 -0.510
H -1.707 -2.168 0.483
F 7.137 3.870 -2.343
C 7.759 4.819 -1.618
F 9.078 4.747 -1.924
C 7.570 4.628 -0.110
F 8.168 3.491 0.308
F 8.229 5.652 0.503
C 6.124 4.657 0.418
O 5.467 3.409 0.627
C 4.856 2.781 -0.448
F 4.761 3.635 -1.483
F 3.586 2.516 -0.061
C 5.533 1.460 -0.823
F 6.840 1.628 -1.088
F 4.957 0.944 -1.938
H 7.393 5.801 -1.933
H 6.189 5.084 1.419
H 5.497 5.351 -0.143
H 5.440 0.736 -0.010
O -7.793 1.871 1.831
C -7.408 0.626 1.366
C -6.942 -0.312 2.319
C -6.506 -1.567 1.876
C -6.509 -1.969 0.507
C -6.983 -1.001 -0.407
C -7.426 0.278 0.008
I -8.079 1.632 -1.489
N -6.060 -3.273 0.094
C -4.753 -3.590 0.653
C -3.785 -4.061 -0.269
C -2.499 -4.333 0.249
C -2.220 -4.177 1.675
C -3.203 -3.734 2.582
C -4.472 -3.435 2.040
S -5.853 -2.804 3.026
H -7.189 2.023 2.576
H -6.872 -0.114 3.400
H -6.982 -1.280 -1.469
H -6.723 -3.926 0.529
H -4.042 -4.189 -1.325
H -1.715 -4.666 -0.447
H -1.219 -4.378 2.075
H -2.987 -3.592 3.649

The gap between HOMO and LUMO is 8.894 eV. As for the molar mass: 805.3 Da. Its net charge is 0.

***

Entry 3:
Computed, not measured: C3H2LiNaO3 as an isolated structure in a non-equilibrium geometry, with the ωB97M-V functional and the def2-TZVPD basis.

Element x y z (Å)
O -1.586 0.829 0.757
C -0.984 1.502 -0.120
O -1.499 2.505 -0.727
O 0.208 1.134 -0.559
Li 0.029 2.529 -1.854
H -0.806 -1.664 0.859
Na 1.630 -0.560 0.017
C 0.902 -3.228 1.249
C -0.030 -2.492 0.996
H 1.719 -3.850 1.579

The gap between HOMO and LUMO is 6.206 eV. As for the molar mass: 116.0 Da. Its net charge is 0. As for the relative energy (zero: lowest compared OMol25 entry of this formula, charge and spin): 0.0 kJ/mol.

***

Entry 4:
Computed, not measured: C27H51FN4NdO6S as an isolated structure, with the ωB97M-V functional and the def2-TZVPD basis.

Element x y z (Å)
Nd -0.013 -0.566 0.194
C 2.958 -1.153 2.985
C 3.203 -1.990 1.746
O 2.075 -2.724 1.295
C 1.583 -3.716 2.185
C 0.279 -3.289 2.829
O -0.680 -3.230 1.788
C -2.025 -3.241 2.229
C -2.377 -1.982 3.003
O -1.914 -0.911 2.214
C -2.420 0.381 2.538
C -1.336 1.165 3.240
O -0.242 1.197 2.333
C 0.917 1.838 2.828
C 1.800 0.836 3.552
O 1.835 -0.335 2.755
H 3.854 -0.546 3.153
H 2.803 -1.780 3.874
H 4.050 -2.661 1.936
H 3.444 -1.308 0.930
H 1.374 -4.605 1.585
H 2.327 -3.971 2.946
H 0.400 -2.309 3.302
H -0.015 -4.027 3.585
H -2.234 -4.131 2.834
H -2.623 -3.273 1.319
H -1.908 -1.980 3.996
H -3.461 -1.934 3.139
H -3.330 0.322 3.137
H -2.635 0.870 1.590
H -1.045 0.684 4.181
H -1.678 2.185 3.444
H 0.660 2.674 3.484
H 1.446 2.222 1.958
H 1.411 0.594 4.549
H 2.804 1.255 3.668
N 3.699 2.732 -0.459
C 2.702 1.818 -0.468
O 2.734 0.860 0.312
C 1.583 2.050 -1.441
C 0.910 0.721 -1.807
H 4.482 2.603 0.157
H 3.712 3.491 -1.114
H 1.976 2.605 -2.304
H 0.860 2.702 -0.942
H 1.614 0.187 -2.462
H 0.045 0.952 -2.443
C 2.419 -4.845 -3.603
N 2.827 -4.054 -2.416
C 2.368 -4.707 -1.158
C 2.350 -2.590 -2.509
C 0.863 -2.451 -2.714
C 0.402 -2.356 -4.027
C -0.954 -2.270 -4.281
C -1.833 -2.338 -3.211
C -1.352 -2.445 -1.915
C 0.023 -2.453 -1.579
H 2.840 -5.846 -3.540
H 2.774 -4.360 -4.510
H 1.335 -4.897 -3.631
H 3.843 -4.025 -2.404
H 1.346 -4.377 -0.960
H 2.995 -4.374 -0.336
H 2.419 -5.789 -1.262
H 2.907 -2.149 -3.336
H 2.642 -2.117 -1.571
H 1.110 -2.319 -4.850
H -1.318 -2.141 -5.292
H -2.901 -2.292 -3.391
H -2.089 -2.522 -1.118
C -4.379 2.359 -2.158
C -3.812 2.887 -0.849
N -3.056 4.112 -1.066
C -1.871 4.395 -0.516
S -1.117 3.409 0.612
N -1.248 5.535 -0.933
C -1.930 6.777 -1.282
C -2.433 7.527 -0.050
H -5.006 1.493 -1.953
H -3.577 2.047 -2.826
H -4.991 3.111 -2.661
H -3.137 2.153 -0.417
H -4.624 3.081 -0.141
H -3.439 4.760 -1.736
H -0.389 5.674 -0.424
H -2.760 6.567 -1.957
H -1.216 7.393 -1.827
H -3.121 6.904 0.522
H -2.949 8.441 -0.347
H -1.598 7.796 0.597
F -1.965 0.013 -0.328

The gap between HOMO and LUMO (alpha / beta) is 7.066 / 7.060 eV. The spin multiplicity is 4. As for the molar mass: 723.0 Da. Its net charge is +1.

***

Entry 5:
Computed, not measured: one molecule with the formula C17H20N2O4 in a non-equilibrium geometry, with the ωB97M-V functional and the def2-TZVPD basis.

Element x y z (Å)
C 3.188 -6.957 2.670
C 2.015 -6.014 2.745
C 2.004 -4.933 1.654
C 0.860 -3.938 1.950
N 0.980 -2.815 1.049
C 0.028 -1.808 1.087
O -0.975 -1.942 1.755
O 0.439 -0.736 0.360
C -0.552 -0.017 -0.241
C -1.731 -0.584 -0.720
C -2.613 0.194 -1.438
C -2.359 1.546 -1.653
C -1.201 2.169 -1.159
C -0.813 3.581 -1.501
O 0.458 3.885 -1.951
C 0.503 5.225 -2.223
C 1.707 5.938 -2.723
C -0.696 5.756 -1.870
C -1.520 4.725 -1.346
C -2.871 4.982 -0.871
N -3.616 3.985 -0.240
O -3.458 6.002 -1.172
C -0.286 1.358 -0.512
H 3.006 -7.630 1.840
H 4.153 -6.396 2.524
H 3.292 -7.535 3.580
H 1.055 -6.554 2.721
H 2.172 -5.405 3.643
H 2.955 -4.402 1.732
H 1.928 -5.340 0.595
H 0.970 -3.565 2.956
H -0.090 -4.454 1.903
H 1.848 -2.544 0.703
H -2.047 -1.604 -0.567
H -3.506 -0.300 -1.847
H -3.049 2.087 -2.283
H 1.702 5.946 -3.813
H 2.599 5.449 -2.342
H 1.705 6.983 -2.336
H -1.011 6.777 -1.967
H -3.171 3.072 -0.161
H -4.641 4.083 -0.381
H 0.639 1.730 -0.151

The gap between HOMO and LUMO is 8.937 eV. As for the molar mass: 316.4 Da. Its net charge is 0. As for the relative energy (zero: lowest compared OMol25 entry of this formula, charge and spin): 190.9 kJ/mol.

***

Entry 6:
Computed, not measured: a 2-piece molecular cluster, C4H15N3O overall in a non-equilibrium geometry, with the ωB97M-V functional and the def2-TZVPD basis.

Element x y z (Å)
C 0.073 -1.014 -2.026
C 0.679 -1.452 -0.701
C 1.393 -0.319 0.104
N 1.964 1.809 1.966
C 0.776 1.296 1.858
N 0.477 0.244 1.117
N -1.075 -0.047 -1.815
H 0.803 -0.660 -2.750
H -0.418 -1.874 -2.486
H -0.117 -1.906 -0.102
H 1.387 -2.261 -0.824
H 1.696 0.464 -0.578
H 2.177 -0.846 0.649
H 2.042 2.726 2.382
H 2.813 1.503 1.528
H -0.024 1.737 2.427
H -0.284 -0.313 1.491
H -0.736 0.837 -1.438
H -1.785 -0.421 -1.148
H -1.459 0.107 -2.750
H -3.655 -1.197 0.142
H -3.912 0.250 -0.080
O -3.175 -0.381 -0.068

The gap between HOMO and LUMO is 11.961 eV. As for the molar mass: 121.2 Da. Its net charge is +2. As for the relative energy (zero: lowest compared OMol25 entry of this formula, charge and spin): 40.3 kJ/mol.

***

Entry 7:
Computed, not measured: one molecule with the formula C3H5N3O in a non-equilibrium geometry, with the ωB97M-V functional and the def2-TZVPD basis.

Element x y z (Å)
H -2.682 1.038 0.655
N -2.442 0.087 0.203
C -1.337 -0.272 -0.048
C -0.048 0.689 0.314
N 0.826 -0.052 -0.419
O 2.225 0.382 -0.419
C 0.438 -1.302 -0.195
N -0.927 -1.619 -0.046
H 0.322 0.679 1.497
H -0.326 1.840 0.142
H 2.725 0.497 -1.363
H 1.227 -1.968 -0.322

The gap between HOMO and LUMO is 9.034 eV. As for the molar mass: 99.1 Da. Its net charge is 0. As for the relative energy (zero: lowest compared OMol25 entry of this formula, charge and spin): 606.9 kJ/mol.